{"formula": "C17H26AuS3Sb", "method": "the ωB97M-V functional and the def2-TZVPD basis", "elements": ["Au", "C", "C", "S", "C", "C", "S", "C", "C", "S", "H", "H", "H", "H", "H", "H", "H", "H", "H", "H", "H", "H", "C", "C", "C", "C", "C", "C", "C", "C", "H", "H", "H", "H", "H", "C", "Sb", "C", "C", "H", "H", "H", "H", "H", "H", "H", "H", "H"], "coordinates": [[-0.575, 0.924, 0.300], [-2.539, -1.921, 0.356], [-3.698, -0.941, 0.411], [-3.302, 0.703, -0.307], [-3.851, 1.877, 0.982], [-3.311, 1.685, 2.383], [-1.478, 1.683, 2.514], [-1.192, 0.202, 3.556], [-1.708, -1.136, 3.049], [-1.058, -1.615, 1.398], [-2.113, -1.949, -0.648], [-2.899, -2.918, 0.611], [-4.081, -0.797, 1.419], [-4.502, -1.351, -0.202], [-4.939, 1.825, 1.012], [-3.563, 2.845, 0.574], [-3.650, 0.749, 2.823], [-3.673, 2.507, 3.004], [-1.640, 0.412, 4.527], [-0.107, 0.178, 3.675], [-2.795, -1.178, 3.007], [-1.365, -1.903, 3.746], [0.155, 0.393, -1.456], [0.477, -0.076, -2.533], [0.872, -0.597, -3.772], [2.217, -0.497, -4.190], [2.610, -1.056, -5.383], [1.674, -1.708, -6.190], [0.339, -1.811, -5.787], [-0.067, -1.255, -4.597], [2.927, 0.034, -3.574], [3.641, -0.975, -5.700], [1.978, -2.111, -7.144], [-0.380, -2.318, -6.415], [-1.101, -1.316, -4.291], [2.965, 2.830, 2.487], [2.347, 1.028, 1.473], [2.969, -0.530, 2.850], [3.803, 0.796, -0.097], [4.007, 2.713, 2.769], [2.357, 2.987, 3.372], [2.857, 3.673, 1.814], [4.039, -0.429, 2.992], [2.748, -1.501, 2.420], [2.464, -0.425, 3.804], [4.789, 0.866, 0.351], [3.675, 1.581, -0.833], [3.674, -0.175, -0.562]], "homo_energy_ev": [-13.43, -14.11], "spin_multiplicity": 3, "orbital_gap_ev": [7.844, 4.986], "total_charge": 2}

---

{"formula": "C17H26BCl4N2OP", "method": "the ωB97M-V functional and the def2-TZVPD basis", "elements": ["Cl", "B", "Cl", "Cl", "O", "C", "C", "C", "C", "C", "Cl", "C", "C", "H", "H", "H", "H", "H", "C", "C", "C", "C", "N", "P", "H", "N", "C", "C", "C", "C", "C", "C", "H", "H", "H", "H", "H", "H", "H", "H", "H", "H", "H", "H", "H", "H", "H", "H", "H", "H", "H", "H"], "coordinates": [[-1.346, 3.540, 0.756], [-2.660, 2.386, 1.394], [-4.118, 3.237, 2.185], [-3.485, 1.574, -0.237], [-2.107, 1.360, 2.201], [-2.234, -0.008, 1.963], [-1.984, -0.838, 3.207], [-2.825, -1.900, 3.552], [-2.551, -2.677, 4.694], [-1.404, -2.440, 5.460], [-1.051, -3.413, 6.830], [-0.490, -1.487, 5.005], [-0.763, -0.709, 3.880], [-3.151, -0.205, 1.384], [-3.692, -2.118, 2.924], [-3.186, -3.501, 4.964], [0.454, -1.400, 5.519], [-0.026, 0.023, 3.527], [2.448, -0.807, 0.843], [1.995, -1.089, -0.585], [3.137, -1.429, -1.542], [0.958, -2.219, -0.459], [1.363, 0.126, -1.204], [0.822, 0.160, -2.850], [-1.428, -0.348, 1.339], [0.144, 1.674, -2.413], [-0.736, 2.380, -3.380], [-1.290, 3.672, -2.778], [-1.979, 1.514, -3.626], [0.144, 2.591, -4.622], [0.953, 2.336, -1.488], [1.681, 1.423, -0.785], [1.595, -0.597, 1.507], [2.950, -1.703, 1.229], [3.166, 0.008, 0.913], [2.774, -1.515, -2.582], [3.849, -0.596, -1.502], [3.651, -2.352, -1.258], [0.414, -2.462, -1.382], [1.478, -3.130, -0.109], [0.216, -1.964, 0.320], [-0.516, 4.395, -2.509], [-1.958, 4.155, -3.507], [-1.886, 3.442, -1.882], [-1.766, 0.479, -3.921], [-2.561, 1.487, -2.688], [-2.619, 1.992, -4.392], [0.609, 1.642, -4.945], [-0.405, 3.010, -5.472], [0.960, 3.274, -4.350], [0.876, 3.401, -1.292], [2.354, 1.607, 0.046]], "homo_energy_ev": -8.40, "orbital_gap_ev": 5.987}

---

{"formula": "C17H26BrN10", "method": "the ωB97M-V functional and the def2-TZVPD basis", "elements": ["C", "C", "C", "N", "C", "N", "C", "N", "N", "Br", "H", "H", "H", "H", "H", "H", "H", "H", "C", "C", "N", "H", "H", "H", "C", "C", "N", "H", "H", "H", "C", "C", "N", "H", "H", "H", "C", "C", "N", "H", "H", "H", "C", "C", "N", "H", "H", "H", "C", "C", "N", "H", "H", "H"], "coordinates": [[2.954, -0.332, 1.992], [2.357, 1.061, 1.997], [1.320, 1.520, 0.770], [-0.075, 1.123, 1.266], [-0.964, 2.116, 1.981], [-2.207, 1.333, 2.342], [-1.941, -0.063, 1.798], [-2.783, -1.142, 1.916], [-0.573, -0.165, 1.122], [0.133, -1.714, 0.336], [2.522, -1.082, 2.787], [3.785, -0.667, 1.231], [2.594, 1.801, 2.895], [1.568, 1.011, -0.255], [1.364, 2.700, 0.625], [-0.705, 3.237, 2.224], [-2.465, -2.140, 1.735], [-3.784, -1.012, 2.244], [-7.058, -1.975, 2.713], [-5.915, -2.768, 2.231], [-5.012, -3.394, 1.850], [-7.470, -1.337, 1.924], [-7.873, -2.615, 3.069], [-6.775, -1.320, 3.544], [2.532, 0.512, -3.569], [3.127, 1.166, -2.393], [3.598, 1.683, -1.463], [2.006, -0.410, -3.297], [1.807, 1.162, -4.070], [3.292, 0.243, -4.311], [-8.748, -0.274, 6.514], [-7.604, -1.067, 6.032], [-6.701, -1.693, 5.651], [-9.159, 0.364, 5.725], [-9.562, -0.914, 6.870], [-8.464, 0.381, 7.345], [0.613, -2.801, 4.995], [1.909, -2.868, 4.299], [2.933, -2.921, 3.748], [-0.199, -3.196, 4.377], [0.623, -3.380, 5.925], [0.348, -1.771, 5.258], [3.593, 2.424, -7.379], [2.203, 2.236, -6.933], [1.104, 2.088, -6.580], [4.203, 1.535, -7.189], [3.649, 2.631, -8.453], [4.074, 3.263, -6.864], [8.078, 1.412, -8.003], [6.734, 0.880, -8.284], [5.673, 0.459, -8.506], [8.193, 1.685, -6.949], [8.860, 0.681, -8.236], [8.289, 2.310, -8.594]], "homo_energy_ev": -10.51, "orbital_gap_ev": 6.111, "total_charge": 1}

---

{"formula": "C17H26BrN3O7", "method": "the ωB97M-V functional and the def2-TZVPD basis", "elements": ["N", "C", "O", "C", "O", "C", "N", "C", "Br", "C", "N", "C", "O", "C", "O", "C", "C", "O", "H", "H", "H", "H", "H", "H", "H", "H", "H", "H", "C", "C", "C", "O", "C", "H", "H", "H", "H", "H", "H", "H", "H", "C", "C", "C", "O", "C", "H", "H", "H", "H", "H", "H", "H", "H"], "coordinates": [[-1.538, 1.589, 5.471], [-1.309, 1.552, 4.340], [-1.155, 1.577, 3.070], [-0.197, 2.523, 2.596], [0.246, 3.350, 3.591], [0.924, 1.740, 2.030], [1.730, 1.053, 1.561], [-0.805, 3.385, 1.486], [-1.641, 2.300, 0.116], [0.285, 4.124, 0.905], [1.195, 4.757, 0.568], [-1.805, 4.457, 2.017], [-3.128, 4.034, 2.074], [-3.605, 3.666, 3.350], [-3.804, 2.307, 3.487], [-4.641, 1.763, 2.492], [-4.703, 0.272, 2.709], [-5.852, -0.054, 3.465], [1.152, 3.132, 3.803], [-1.764, 5.252, 1.291], [-1.438, 4.865, 2.950], [-4.535, 4.203, 3.505], [-2.930, 3.952, 4.145], [-5.658, 2.137, 2.563], [-4.268, 1.933, 1.493], [-3.805, -0.005, 3.252], [-4.671, -0.252, 1.764], [-6.015, -0.983, 3.331], [4.499, -1.567, -0.615], [3.563, -1.730, 0.576], [2.301, -2.251, -0.092], [2.725, -3.005, -1.234], [4.113, -2.759, -1.479], [5.555, -1.561, -0.349], [4.275, -0.635, -1.140], [3.961, -2.480, 1.264], [3.395, -0.812, 1.132], [1.668, -1.427, -0.438], [1.709, -2.892, 0.562], [4.677, -3.655, -1.196], [4.265, -2.577, -2.544], [1.936, -3.767, -4.583], [1.716, -3.652, -6.089], [0.366, -2.951, -6.153], [0.286, -2.121, -4.992], [1.342, -2.460, -4.084], [2.979, -3.893, -4.299], [1.371, -4.613, -4.185], [2.489, -3.020, -6.532], [1.720, -4.609, -6.610], [-0.458, -3.672, -6.120], [0.250, -2.334, -7.046], [2.083, -1.653, -4.104], [0.944, -2.537, -3.075]], "homo_energy_ev": -9.21, "smiles": "N#CO[C@@](O)(C#N)[C@](Br)(C#N)COCOCCO.C1CCOC1.C1CCOC1", "orbital_gap_ev": 9.015}